Computed, not measured: a cluster of 16 separate species, C78H154N4O43 in total in a non-equilibrium geometry, with wB97M-V/def2-TZVPD.

Values from the calculation:
**HOMO-LUMO gap**: 7.268 eV
**Multiplicity**: 1
**HOMO**: -8.8 eV
**F_max**: 4.2 eV Å⁻¹

Each line ends with the Löwdin charge.
CARTESIAN COORDINATES (ANGSTROEM)
O 2.92 6.29 -0.14  0.14
O -1.75 -4.13 4.78  0.08
O -5.67 3.31 3.10  -0.18
O -3.49 -3.24 3.76  0.10
O 3.22 -4.17 -1.71  0.11
O -6.40 3.00 -0.02  -0.10
O 1.86 -3.42 -3.29  0.11
O 0.28 3.05 4.01  -0.08
O 0.32 1.25 5.30  -0.07
O 2.55 -8.79 -1.06  0.19
O 1.18 -8.77 0.72  0.08
O 3.29 5.43 1.92  0.08
O 3.67 -2.27 -2.68  0.09
O 5.03 -1.13 5.82  -0.16
O -3.18 -3.33 -2.69  -0.19
O -2.28 3.60 -0.93  0.14
O -2.35 -2.02 5.24  0.11
O 9.19 0.18 -5.89  -0.19
O -3.63 0.57 4.19  0.08
O -8.52 -2.68 -1.09  -0.12
O 2.74 -7.19 0.45  0.06
O 0.95 -0.94 11.07  0.17
O -0.39 -3.50 -0.29  -0.07
O -0.58 -0.58 9.43  0.04
O 2.06 2.61 5.22  -0.01
O 6.14 -2.42 0.97  -0.18
O -10.76 -1.69 -2.61  -0.17
O -5.85 1.67 -2.68  -0.19
O -2.20 -4.35 0.62  0.00
O -5.52 -0.63 3.89  0.09
O -2.91 -0.80 -4.21  -0.15
O 6.85 1.90 -4.89  -0.17
O 2.50 4.10 0.30  0.03
O -2.19 5.55 0.10  0.09
O 4.55 1.15 -3.31  -0.25
O -0.72 1.32 -4.50  -0.21
O 1.17 -1.20 0.07  0.20
O -4.78 -0.15 5.93  0.11
O 3.65 -0.92 3.01  -0.16
O 1.57 -0.81 8.85  0.06
O -5.81 -2.00 0.06  -0.20
O -2.00 3.73 1.28  0.09
O -0.62 -5.72 0.11  -0.05
N 0.06 -0.81 0.11  0.00
N 0.91 2.30 4.85  -0.53
N -1.08 -4.54 0.15  -0.52
N 4.38 4.91 -3.38  -0.16
C 4.65 4.17 -4.67  -0.15
C -6.20 -3.12 -0.81  -0.13
C -9.82 -2.97 -0.72  -0.25
C 2.16 -8.30 -0.09  -0.58
C 0.91 -5.60 -4.06  0.00
C 3.38 2.53 -6.90  -0.09
C 10.41 -0.43 -5.55  -0.11
C 1.07 -7.92 1.87  -0.08
C 3.52 -0.11 4.14  -0.22
C 5.20 -1.25 7.18  -0.15
C 0.55 4.47 -3.02  -0.07
C -5.78 2.15 0.94  -0.14
C 0.81 -0.80 7.63  -0.30
C 3.22 1.99 1.10  0.00
C -2.07 -0.47 -0.99  -0.11
C -2.66 7.16 1.74  -0.02
C -0.05 -1.09 -2.41  0.03
C -1.79 6.04 1.36  -0.35
C 0.70 -0.73 9.93  -0.50
C 6.19 4.77 -1.76  -0.14
C -0.09 1.12 -1.20  0.04
C -0.53 -0.39 -1.16  -0.39
C -4.88 2.39 -1.84  -0.18
C -5.63 3.46 -1.03  -0.22
C -6.29 2.30 2.36  -0.21
C -0.13 0.71 2.07  0.03
C -3.67 0.62 6.43  -0.10
C 0.89 -2.22 6.98  0.00
C 5.69 0.35 -3.44  -0.17
C 2.26 -5.17 -1.84  -0.10
C -1.87 4.79 2.24  -0.06
C -1.80 -6.49 4.24  -0.01
C -0.53 -0.74 1.52  -0.38
C 4.79 -2.18 1.40  -0.19
C -1.90 1.12 -5.31  -0.15
C 3.20 4.12 2.50  -0.08
C -2.66 2.54 5.20  0.01
C 3.99 4.78 -5.89  -0.17
C -10.70 -1.87 -1.16  -0.15
C 4.96 3.97 -2.26  -0.04
C -6.48 0.54 -2.11  -0.10
C -2.83 1.03 5.33  -0.30
C 7.77 2.02 -5.97  -0.20
C -9.82 -0.92 -3.25  -0.15
C -6.21 3.34 4.42  -0.09
C 0.33 1.48 -5.38  -0.15
C -7.62 -3.62 -0.61  -0.20
C 1.88 -5.50 1.93  -0.03
C 2.24 -6.93 1.76  -0.32
C -2.68 -0.07 0.30  -0.13
C 2.50 3.26 1.50  -0.28
C 2.90 5.18 -3.14  -0.11
C -3.43 -4.65 3.42  -0.08
C 1.24 -4.68 -2.86  -0.26
C -0.58 -0.31 8.03  -0.10
C -2.88 -4.72 -2.73  -0.07
C 5.81 6.23 -1.94  -0.14
C 6.28 0.61 -4.83  -0.17
C 3.65 -0.75 5.49  -0.15
C -2.02 -0.85 1.47  -0.10
C -4.19 -1.35 -3.73  -0.12
C 2.93 -3.22 -2.54  -0.61
C -3.91 -2.85 -3.79  -0.21
C 0.06 -1.83 2.39  0.02
C 3.84 0.90 -2.11  -0.09
C 4.95 -1.29 2.57  -0.19
C -2.03 -5.12 3.66  -0.25
C 6.28 -3.46 -0.02  -0.07
C -2.53 -3.08 4.63  -0.60
C -5.33 -2.39 1.31  -0.13
C 2.93 5.39 0.62  -0.54
C 1.96 3.97 -3.15  -0.21
C -3.07 0.57 -4.42  -0.21
C -2.16 4.21 0.08  -0.61
C 5.22 6.17 -3.31  -0.10
C -4.71 -0.09 4.63  -0.61
C 4.31 3.76 -6.97  -0.24
C 9.18 1.56 -5.64  -0.21
H 6.17 -1.61 7.38  0.06
H -4.71 2.41 1.06  0.14
H 1.10 -1.68 2.68  0.09
H 2.69 1.53 0.26  0.05
H -1.86 0.58 5.24  0.11
H 2.36 2.84 -7.13  0.07
H -0.67 -0.77 -3.24  0.08
H 7.84 3.08 -6.23  0.12
H -10.19 -1.00 -0.70  0.14
H -4.02 0.84 -4.86  0.12
H -7.35 2.55 2.42  0.13
H 4.21 3.81 2.77  0.14
H -4.95 -1.09 -4.47  0.13
H 1.59 -5.15 2.91  0.10
H -2.57 7.84 0.90  0.09
H 4.19 -1.69 0.64  0.12
H 11.25 0.09 -6.03  0.09
H 7.34 -3.45 -0.27  0.08
H -3.18 -0.09 7.11  0.12
H -1.32 -0.90 7.52  0.10
H -6.16 1.29 2.81  0.11
H -3.67 3.04 5.18  0.08
H 1.91 -2.59 6.95  0.06
H 4.21 3.95 -1.44  0.12
H -2.51 0.15 -1.78  0.11
H 1.31 -0.10 6.97  0.10
H -7.74 -4.58 -1.14  0.14
H -4.15 -5.22 4.03  0.15
H -8.79 -1.09 -2.88  0.07
H -5.93 1.11 0.66  0.12
H -4.21 2.96 -2.49  0.12
H 1.76 -5.31 -0.84  0.12
H 5.50 -1.69 3.43  0.13
H -3.38 -3.11 -4.67  0.11
H 0.50 -2.11 5.97  0.07
H -2.32 -1.50 -1.23  0.12
H -4.01 1.48 6.97  0.13
H -3.72 -4.68 2.39  0.10
H 10.39 -1.43 -5.92  0.08
H -6.22 3.98 -1.78  0.14
H -1.01 4.64 2.87  0.11
H 2.14 3.29 -4.01  0.10
H -2.40 -4.96 -3.68  0.08
H 4.21 3.17 -4.49  0.10
H -7.25 3.58 4.32  0.08
H 3.27 1.24 1.89  0.07
H 2.72 4.29 3.47  0.12
H -0.08 3.59 -2.89  0.06
H 7.34 1.48 -6.88  0.15
H 9.79 2.14 -6.33  0.12
H 0.97 -0.86 -2.65  0.08
H -11.71 -1.94 -0.83  0.12
H -10.19 -3.88 -1.21  0.14
H -7.34 0.80 -1.49  0.10
H 0.14 -7.30 1.85  0.11
H -4.28 1.68 -1.33  0.08
H 3.53 -0.17 -2.19  0.08
H -4.99 -1.47 1.81  0.07
H 5.74 4.14 -4.81  0.13
H -0.69 -6.62 4.35  0.10
H 5.46 -0.38 2.24  0.13
H -2.30 2.10 -5.65  0.13
H 5.97 -4.43 0.35  0.09
H -5.60 3.96 5.06  0.08
H -6.85 -0.02 -2.92  0.06
H 5.04 6.46 -1.21  0.10
H -6.12 2.38 4.93  0.08
H 3.47 2.03 -5.92  0.06
H 1.14 -8.49 2.77  0.12
H -2.51 0.98 0.41  0.09
H -4.36 -0.89 -2.75  0.10
H 3.01 -1.62 5.44  0.11
H 4.20 4.17 -8.01  0.12
H -2.29 -1.87 1.32  0.09
H 3.07 -7.19 2.45  0.16
H 0.31 -4.55 -2.30  0.11
H 2.92 4.92 -5.72  0.11
H -4.54 -3.18 1.29  0.07
H 1.30 1.26 -4.90  0.09
H -5.74 -0.02 -1.53  0.06
H -9.88 -3.17 0.37  0.14
H -2.33 -6.56 5.17  0.09
H -4.81 4.07 -0.72  0.10
H 2.93 1.53 -1.94  0.07
H -1.34 -4.84 2.86  0.13
H 2.57 0.43 4.05  0.10
H -1.65 0.40 -6.11  0.13
H 1.47 3.17 1.84  0.13
H 5.13 -0.33 7.83  0.11
H 0.00 -2.72 1.81  0.06
H 0.90 0.93 1.73  0.08
H -0.17 -2.17 -2.30  0.08
H 5.51 0.61 -5.63  0.13
H -0.63 1.47 -2.09  0.09
H 4.28 -3.08 1.74  0.12
H 5.76 -3.25 -0.92  0.05
H -2.00 2.90 5.98  0.09
H 7.02 -0.17 -5.04  0.12
H -0.55 -1.86 3.32  0.10
H -2.74 4.93 2.94  0.15
H 0.44 5.13 -2.16  0.09
H -3.03 1.22 -3.53  0.11
H 0.25 2.48 -5.79  0.09
H -10.05 0.14 -3.10  0.09
H 5.21 2.99 -2.64  0.10
H 4.56 -1.99 7.69  0.09
H -2.14 7.64 2.61  0.11
H 5.99 6.08 -4.09  0.14
H 0.25 -2.92 7.48  0.08
H 9.44 1.83 -4.60  0.14
H 2.76 -4.92 1.60  0.09
H 2.74 5.69 -2.20  0.11
H 5.34 3.38 -6.89  0.09
H 6.38 0.52 -2.59  0.15
H -3.76 -0.28 0.28  0.11
H -2.15 2.76 4.31  0.03
H -2.19 -5.04 -1.97  0.06
H -2.33 -0.57 2.49  0.13
H -0.73 6.37 1.24  0.17
H -7.76 -3.81 0.42  0.11
H -2.08 -7.25 3.51  0.09
H -3.80 -5.27 -2.70  0.09
H -3.70 6.95 1.92  0.09
H -0.87 1.49 1.88  0.08
H 3.65 1.79 -7.66  0.08
H 6.48 4.48 -0.77  0.11
H 5.33 -0.70 -3.44  0.12
H 3.37 -0.01 6.21  0.11
H -5.42 -3.90 -0.74  0.13
H 6.62 6.94 -1.86  0.13
H 6.98 4.47 -2.46  0.12
H 4.46 5.73 -6.21  0.12
H 2.73 -6.11 -2.09  0.13
H 1.09 -5.29 1.23  0.03
H 2.66 5.91 -3.94  0.14
H -0.62 0.77 7.88  0.14
H -0.43 1.65 -0.30  0.07
H 10.58 -0.46 -4.47  0.10
H 2.12 3.40 -2.25  0.07
H 4.59 0.96 -1.35  0.08
H 0.09 -5.11 -4.62  0.08
H -0.07 0.59 3.14  0.06
H -6.16 -2.68 -1.83  0.12
H 0.35 0.76 -6.20  0.09
H -4.94 -3.31 -3.87  0.13
H 1.73 -5.71 -4.79  0.09
H 1.01 1.14 -1.22  0.07
H 0.58 -6.53 -3.65  0.08
H 4.25 2.20 0.73  0.11
H 4.61 7.08 -3.42  0.14
H -6.18 -2.73 1.97  0.11
H 0.18 5.05 -3.85  0.08
H 4.28 0.73 4.11  0.15
H -9.88 -1.12 -4.30  0.08